{
  "formula": "C8H17P2W",
  "method": "wB97M-V/def2-TZVPD",
  "elements": ["C", "C", "C", "C", "C", "W", "P", "H", "H", "H", "H", "H", "H", "H", "H", "C", "P", "C", "C", "H", "H", "H", "H", "H", "H", "H", "H", "H"],
  "xyz": [[-1.89651, 0.82619, -0.69109], [-1.94818, 0.92904, -2.10934], [-0.92478, 1.75466, -2.70747], [-0.17842, 2.47349, -1.74119], [-0.18739, 1.88429, -0.48912], [-0.09620, -0.06219, -1.29930], [-1.25779, -2.16441, -1.05338], [-2.75072, 0.44246, -0.09421], [-2.76108, 0.45243, -2.67261], [-0.91075, 1.81007, -3.81694], [0.07135, 2.31026, 0.51279], [0.42510, 3.37967, -1.96633], [-0.67215, -3.48238, -1.00919], [-2.39756, -2.31282, -1.92354], [-2.11491, -2.38329, 0.07938], [2.63427, 0.28394, 0.84329], [0.95769, -0.39870, 0.86123], [1.08069, -2.09199, 1.49867], [0.28176, 0.45747, 2.32920], [3.26281, -0.15813, 0.04551], [3.09320, 0.10665, 1.82827], [2.58453, 1.35769, 0.63308], [1.69060, -2.08894, 2.41385], [0.08826, -2.45971, 1.80058], [1.55371, -2.80238, 0.80290], [0.84219, 0.24747, 3.25868], [0.27887, 1.53621, 2.15565], [-0.74860, 0.15294, 2.51063]],
  "forces_ev_per_angstrom": [[1.539, 0.229, 0.143], [-0.288, 0.340, -0.391], [-1.562, -1.330, -0.522], [1.399, 0.010, -0.572], [-2.898, -0.155, 2.028], [0.448, 1.728, -0.839], [-1.585, -1.192, 0.312], [0.887, 0.651, -0.016], [0.460, 0.400, 0.042], [0.364, 0.393, 1.067], [-0.352, -0.266, -1.515], [-0.184, -1.004, -0.041], [-0.346, 0.653, -0.367], [0.867, -0.274, 0.061], [0.680, 0.365, -0.118], [0.720, -0.286, -0.162], [0.155, -0.149, 0.733], [0.465, -0.487, 0.519], [-0.283, 0.132, 0.187], [-0.306, 0.074, 0.490], [0.043, 0.148, -0.368], [-0.066, -0.158, 0.174], [-0.098, 0.001, -0.191], [0.221, 0.118, -0.280], [-0.279, 0.321, 0.093], [0.018, -0.017, -0.620], [0.052, -0.229, 0.252], [-0.071, -0.015, -0.100]],
  "multiplicity": 3,
  "e_homo_ha": [-0.3932, -0.4110],
  "total_charge": 1,
  "de_lowest_kj_mol": 0.0,
  "s2": 2.027,
  "e_tot_ev": -28963.6060,
  "orbital_gap_ha": [0.2349, 0.2565]
}

{
  "formula": "C41H111N5O12",
  "method": "wB97M-V/def2-TZVPD",
  "elements": ["C", "O", "C", "C", "C", "N", "H", "H", "H", "H", "H", "H", "H", "H", "H", "H", "H", "C", "O", "C", "C", "C", "N", "H", "H", "H", "H", "H", "H", "H", "H", "H", "H", "H", "C", "O", "C", "C", "C", "N", "H", "H", "H", "H", "H", "H", "H", "H", "H", "H", "H", "C", "O", "C", "C", "C", "N", "H", "H", "H", "H", "H", "H", "H", "H", "H", "H", "H", "C", "O", "C", "C", "C", "N", "H", "H", "H", "H", "H", "H", "H", "H", "H", "H", "H", "C", "C", "C", "O", "H", "H", "H", "H", "H", "H", "H", "H", "C", "C", "C", "O", "H", "H", "H", "H", "H", "H", "H", "H", "C", "C", "C", "O", "H", "H", "H", "H", "H", "H", "H", "H", "C", "C", "C", "O", "H", "H", "H", "H", "H", "H", "H", "H", "C", "C", "C", "O", "H", "H", "H", "H", "H", "H", "H", "H", "C", "C", "C", "O", "H", "H", "H", "H", "H", "H", "H", "H", "C", "C", "C", "O", "H", "H", "H", "H", "H", "H", "H", "H"],
  "xyz": [[4.45234, 1.14720, 0.96864], [3.69680, 2.34045, 1.30251], [3.26546, 2.15911, 2.65351], [2.24183, 3.25399, 2.99227], [2.91000, 4.61920, 2.92186], [1.67611, 3.20626, 4.22185], [5.33948, 1.00020, 1.58465], [4.72496, 1.16560, -0.08656], [3.88124, 0.22874, 1.10419], [2.83686, 1.15946, 2.72500], [4.08476, 2.19985, 3.37128], [1.44217, 3.20567, 2.25315], [2.27049, 5.46947, 3.15884], [3.37294, 4.90381, 1.97699], [3.74666, 4.57702, 3.61923], [1.37406, 2.24296, 4.25209], [2.40537, 3.32519, 4.91043], [-5.14313, -0.12706, -3.44812], [-5.40549, -1.13696, -2.47696], [-6.54624, -1.01154, -1.73163], [-6.26575, -0.05370, -0.53444], [-5.24535, -0.52642, 0.51553], [-7.49241, 0.04422, 0.20491], [-5.53726, -0.44279, -4.41408], [-4.06729, 0.04094, -3.39880], [-5.61050, 0.84590, -3.29642], [-7.42214, -0.70099, -2.30123], [-6.75983, -2.02097, -1.38016], [-5.97516, 0.93665, -0.88494], [-4.28576, -0.74257, 0.04589], [-5.56760, -1.42823, 1.03610], [-4.93791, 0.22497, 1.24284], [-7.88933, -0.88384, 0.24032], [-8.20838, 0.43396, -0.39140], [-0.26489, -3.04615, -5.13763], [0.32625, -3.42376, -3.88427], [-0.38723, -4.40717, -3.13135], [0.43017, -4.71856, -1.85818], [1.74007, -5.42864, -2.10576], [-0.37536, -5.61323, -0.98363], [0.50015, -2.67549, -5.81985], [-1.02739, -2.28064, -4.99378], [-0.83273, -3.87074, -5.56858], [-1.40532, -4.04666, -2.98423], [-0.39631, -5.25762, -3.81308], [0.63580, -3.77503, -1.35264], [2.20478, -5.76107, -1.17752], [2.40302, -4.81013, -2.71079], [1.59620, -6.34668, -2.67551], [-1.29215, -5.22521, -0.81322], [0.03760, -5.70235, -0.06623], [-2.94878, -3.35130, 2.40413], [-2.79972, -4.24084, 3.46606], [-1.63140, -5.02623, 3.37630], [-1.57075, -6.03648, 4.55122], [-1.49532, -5.31784, 5.95232], [-0.39453, -6.82451, 4.46037], [-2.12153, -2.67318, 2.19458], [-3.80829, -2.69600, 2.54523], [-3.15365, -3.80527, 1.43457], [-1.71180, -5.56879, 2.43436], [-0.67751, -4.51413, 3.24997], [-2.40633, -6.73401, 4.49333], [-2.39574, -4.73789, 6.15484], [-0.62926, -4.65646, 5.97704], [-1.37651, -6.06570, 6.73634], [-0.63637, -7.61589, 5.03945], [0.34502, -6.36576, 4.97293], [2.86237, 3.62036, -1.50315], [3.08995, 4.77418, -2.31002], [2.88311, 4.43266, -3.65473], [3.16006, 5.62614, -4.54771], [1.97942, 6.57191, -4.57889], [3.35762, 5.23177, -5.94674], [2.88605, 3.88956, -0.44718], [3.71659, 2.98152, -1.72742], [1.88939, 3.15821, -1.67001], [3.51041, 3.59020, -3.94601], [1.87925, 4.06125, -3.86065], [4.08035, 6.07977, -4.17977], [2.05214, 7.47615, -5.18317], [1.79989, 6.95115, -3.57288], [1.07300, 6.03270, -4.85415], [2.52895, 4.74434, -6.25629], [4.11602, 4.57702, -6.07413], [0.46175, 1.01733, -0.03666], [0.14237, -0.55772, 0.16393], [-1.01099, -1.01606, -0.72716], [1.35530, -1.34840, 0.01523], [-0.33614, 1.61167, 0.40859], [0.70686, 1.31714, -1.05555], [1.38032, 1.33470, 0.45689], [-0.21223, -0.59815, 1.19385], [-1.84419, -0.31330, -0.72828], [-1.40931, -1.94816, -0.32636], [-0.68387, -1.08060, -1.76491], [1.47073, -1.46089, -0.93114], [3.25002, -1.48768, -4.49319], [3.33886, -1.95969, -3.05531], [4.15336, -1.06087, -2.18365], [2.03617, -2.01948, -2.53010], [4.24523, -1.27007, -4.88087], [2.53434, -0.67066, -4.58479], [2.81573, -2.28788, -5.09249], [3.78779, -2.95292, -3.06366], [5.23532, -1.17592, -2.24859], [3.81621, -1.22650, -1.16042], [3.92560, -0.03333, -2.46719], [1.52893, -2.48151, -3.20154], [-0.04834, 6.56848, -1.06010], [-0.44011, 5.32407, -1.81341], [-1.03270, 4.23852, -0.93263], [-1.32205, 5.76955, -2.86709], [0.86826, 6.39851, -0.49526], [-0.79601, 6.87465, -0.32843], [0.22203, 7.35619, -1.76332], [0.34081, 4.83913, -2.39916], [-0.23172, 3.85120, -0.30294], [-1.50957, 3.43629, -1.49576], [-1.82145, 4.59535, -0.27032], [-1.33690, 5.06416, -3.51809], [-1.54566, 1.92052, 3.00836], [-3.05907, 2.20717, 3.18659], [-3.76186, 1.04806, 3.89777], [-3.28414, 3.36804, 3.95121], [-1.39617, 0.84549, 2.90803], [-1.08842, 2.18894, 3.96072], [-1.10631, 2.62560, 2.30272], [-3.50660, 2.44922, 2.22263], [-4.82305, 1.29689, 3.90625], [-3.40487, 0.89924, 4.91684], [-3.58067, 0.08407, 3.42238], [-2.49374, 3.91158, 3.91347], [2.35753, -3.61807, 2.11930], [2.74324, -2.48509, 3.07742], [4.24735, -2.28204, 3.27688], [2.17136, -1.25420, 2.55137], [2.79905, -4.55323, 2.46374], [2.69738, -3.49813, 1.09060], [1.27862, -3.75362, 2.04398], [2.24942, -2.59084, 4.04337], [4.83169, -2.05887, 2.38422], [4.69299, -3.19170, 3.67939], [4.47655, -1.42763, 3.91370], [1.97340, -1.44950, 1.63253], [0.75367, 1.52851, -4.17911], [-0.32760, 0.97198, -5.01577], [-1.65987, 0.77950, -4.22700], [-0.59430, 1.78798, -6.17068], [1.04317, 0.85751, -3.37037], [0.28102, 2.41228, -3.75057], [1.65313, 1.76012, -4.74958], [-0.01126, -0.01383, -5.35667], [-1.50890, 0.25610, -3.28288], [-2.34181, 0.12124, -4.76528], [-2.16035, 1.68756, -3.89078], [-1.13977, 1.28556, -6.78031], [-0.74606, 0.21231, 6.21150], [0.12438, -0.58416, 5.26497], [-0.68842, -1.60121, 4.43011], [0.87250, 0.25170, 4.43911], [-1.36313, 0.96656, 5.72321], [-0.05425, 0.71797, 6.88515], [-1.32389, -0.48852, 6.81404], [0.79310, -1.17814, 5.88796], [-0.18466, -1.91097, 3.51448], [-1.66902, -1.21540, 4.15141], [-0.89381, -2.48317, 5.03679], [1.39018, -0.28574, 3.83516]],
  "forces_ev_per_angstrom": [[-0.382, 0.342, -0.505], [0.996, -1.662, 0.433], [-0.823, 0.474, -0.400], [1.786, 1.860, -3.854], [0.909, 0.562, -0.909], [-1.539, -1.483, 2.930], [0.227, 0.477, 0.104], [0.110, 0.372, 0.058], [-0.527, 0.080, 0.119], [-0.312, -0.069, 0.201], [0.458, 0.141, 0.043], [-0.079, -0.122, -0.404], [-0.282, -0.347, 0.358], [-0.028, -0.427, -0.287], [0.059, 0.270, 0.334], [-0.643, -0.360, 1.271], [-0.011, -0.037, 0.508], [-0.075, -0.196, 0.328], [1.229, 0.048, -1.618], [0.736, 0.494, 1.406], [-0.324, -0.827, 0.586], [1.173, -0.206, -1.048], [-1.784, 0.492, 0.187], [0.477, -0.212, -0.278], [-0.118, -0.120, -0.556], [-0.250, 0.036, 0.695], [-0.118, 0.396, -0.168], [-0.151, -0.051, 0.409], [-0.007, 0.009, -0.184], [0.083, -0.406, -0.327], [-0.183, 0.036, -0.006], [-0.779, 0.243, 0.071], [0.227, -0.660, 0.726], [-0.160, 0.903, -0.152], [-0.527, -0.279, 0.754], [0.112, 0.643, -0.825], [1.023, -0.167, -0.721], [-1.000, -0.394, 0.724], [0.112, -0.203, -0.860], [-0.225, 0.252, -0.544], [0.030, -0.177, 0.161], [0.081, 0.376, 0.210], [0.393, -0.361, -0.203], [-0.116, -0.094, 0.522], [-0.404, -0.585, 0.372], [0.014, 0.241, -0.057], [0.116, 0.425, 0.082], [0.238, 0.064, 0.311], [-0.300, -0.074, -0.084], [-0.220, 0.133, -0.076], [0.332, -0.029, 0.029], [-0.573, 0.819, -0.923], [0.496, 0.602, 0.465], [-0.605, -1.384, -0.211], [-0.328, 2.235, 0.873], [-1.120, -0.164, -0.983], [0.877, -1.324, -0.414], [0.573, -0.071, 0.501], [-0.096, -0.145, 0.560], [0.041, -0.775, -0.119], [0.050, -0.600, -0.165], [0.038, 0.789, 0.562], [-0.328, 0.375, 0.003], [0.050, 0.122, 0.092], [0.048, 0.060, -0.090], [-0.038, -0.045, -0.005], [0.584, -0.577, -0.108], [0.346, 0.112, -0.121], [0.680, 0.776, 0.298], [-0.927, -0.222, 0.191], [0.158, 0.244, -0.248], [0.007, -0.067, -0.980], [-0.326, 0.643, 1.282], [0.214, -0.160, -0.072], [0.214, 0.154, -0.123], [-0.277, -0.762, 0.257], [-0.002, -0.171, -0.419], [0.590, -0.166, 0.006], [-0.500, 0.105, 0.249], [-0.047, 0.307, -0.063], [0.434, -0.350, -0.351], [-0.120, -0.101, 0.219], [-0.044, -0.062, -0.197], [-0.261, -0.013, -0.217], [0.253, -0.068, 0.154], [0.334, -1.436, 0.267], [0.599, 2.536, -0.278], [0.377, 0.065, 0.240], [-1.801, 0.663, 0.670], [-0.140, -0.054, -0.383], [-0.699, -0.256, -0.387], [0.100, -0.442, 0.600], [0.409, -0.440, 0.215], [0.098, 0.247, 0.246], [0.083, -0.298, -0.420], [0.035, -0.419, -0.062], [0.508, -0.350, -0.705], [-0.086, -0.530, -0.195], [0.588, -0.006, -0.595], [-0.099, 0.654, 0.381], [0.299, 0.388, 0.478], [-0.153, 0.264, -0.169], [0.407, 0.421, 0.101], [0.131, -0.186, -0.196], [0.019, -0.337, 0.129], [-0.089, -0.269, -0.119], [0.284, 0.146, 0.155], [-0.031, 0.250, 0.240], [-0.998, -0.421, -0.021], [1.119, -0.213, 0.167], [-0.714, -0.177, -0.971], [-0.355, 0.221, 0.322], [-0.538, -0.067, 0.312], [0.078, -0.220, 0.154], [-0.222, 0.111, -0.334], [-0.406, 0.107, 0.063], [0.915, 0.301, 0.588], [-0.019, -0.239, 0.004], [0.356, -0.178, -0.232], [0.006, 0.355, 0.060], [-0.202, 0.006, -0.150], [-1.146, 0.714, 1.156], [0.855, -0.660, -0.126], [-0.094, 0.329, -0.339], [0.040, 0.575, 0.676], [0.417, 0.257, -0.711], [0.168, -0.141, 0.137], [0.148, -0.575, -0.465], [-0.186, -0.673, -0.365], [-0.088, -0.386, 0.195], [-0.005, 0.445, 0.071], [-0.226, 0.068, -0.423], [0.024, 0.142, 0.050], [0.326, -0.489, 0.452], [-0.065, 1.081, -1.061], [0.183, -0.260, -0.027], [0.534, -0.575, 0.802], [-0.095, -0.136, 0.111], [0.280, 0.463, 0.057], [-0.089, 0.098, 0.256], [0.143, -0.457, 0.167], [-0.490, -0.152, -0.538], [0.023, 0.030, 0.317], [-0.323, -0.155, 0.386], [-0.200, 0.402, -0.774], [-0.004, 0.878, 0.342], [-1.899, -1.181, -0.471], [0.679, -0.569, 0.361], [0.637, 0.183, 0.496], [-0.198, -0.117, -0.003], [0.680, 0.451, 0.313], [-0.125, 0.223, -0.043], [-0.047, -0.287, -0.187], [0.451, -0.226, 0.055], [-0.148, 0.331, -0.311], [0.090, 0.342, -0.617], [-0.065, -0.042, 0.033], [0.779, 0.052, 0.237], [-0.798, -1.227, -0.459], [-0.301, 0.160, 0.435], [0.047, 1.113, 0.226], [-0.059, -0.274, -0.009], [-0.179, 0.272, 0.158], [-0.267, 0.151, -0.065], [0.321, -0.123, 0.203], [0.237, 0.028, 0.070], [-0.015, 0.229, -0.091], [0.014, -0.130, -0.026], [0.230, -0.310, -0.593]],
  "e_homo_ha": -0.3284,
  "de_lowest_kj_mol": 150.7,
  "smiles": "COC[C@H](C)N.COC[C@H](C)N.COC[C@H](C)N.COC[C@H](C)N.COC[C@H](C)N.CC(C)O.CC(C)O.CC(C)O.CC(C)O.CC(C)O.CC(C)O.CC(C)O",
  "e_tot_ev": -76333.4206,
  "orbital_gap_ha": 0.3364
}

- What is the formula in the first record?
  C8H17P2W